DFT (the ωB97M-V functional and the def2-TZVPD basis) results for a cluster of 2 separate species, C11H15N in total in a non-equilibrium geometry.

Last column: natural (NBO) charge in e.
Positions of all 27 atoms, in Å:
1 N 0.231 2.286 0.835  -0.530
2 C 1.634 -1.338 -0.443  -0.243
3 C -3.978 -2.602 0.508  -0.610
4 C 0.641 1.000 0.567  0.130
5 C 1.686 2.442 -0.874  -0.112
6 C 2.012 -0.144 -1.030  -0.207
7 C 0.217 -0.190 1.164  -0.240
8 C 0.911 3.141 -0.004  -0.028
9 C -2.524 -2.792 1.027  -0.613
10 C 1.547 1.063 -0.508  -0.038
11 C 0.772 -1.345 0.662  -0.216
12 C 2.549 3.043 -1.939  -0.627
13 H 2.087 -2.253 -0.782  0.212
14 H 0.590 -2.277 1.172  0.212
15 H -2.053 -1.820 1.180  0.208
16 H 0.758 4.206 0.018  0.208
17 H 3.115 3.923 -1.585  0.218
18 H -1.948 -3.327 0.276  0.206
19 H 2.676 -0.160 -1.889  0.208
20 H -4.713 -2.778 1.291  0.202
21 H -2.563 -3.378 1.942  0.202
22 H -4.111 -1.606 0.082  0.203
23 H 1.948 3.392 -2.776  0.217
24 H -0.165 2.547 1.721  0.406
25 H -4.176 -3.288 -0.312  0.202
26 H -0.446 -0.107 2.017  0.211
27 H 3.305 2.359 -2.319  0.218

## Properties
E_tot in eV: -13140.4533
HOMO energy in eV: -7.82
Largest force on an atom in eV/Å: 1.1
SMILES: Cc1c[nH]c2ccccc12.CC
Energy above the lowest of the compared OMol25 structures with the same formula, charge and spin in eV: 0.338